Formula: C25H33KNO9PS3Te
Source: OMol25
Level of theory: the ωB97M-V functional and the def2-TZVPD basis

The geometry in XYZ format:
```
74
Properties=species:S:1:pos:R:3
K 0.536 1.026 -0.293
C -3.486 2.059 1.564
C -3.181 1.807 3.042
S -1.414 1.961 3.441
C -1.112 0.419 4.345
C -1.435 -0.879 3.611
S -0.552 -1.055 2.039
C -1.878 -1.575 0.927
C -3.044 -0.598 0.739
S -2.557 1.109 0.333
H -4.557 1.928 1.387
H -3.218 3.089 1.312
H -3.720 2.542 3.643
H -3.513 0.815 3.348
H -0.042 0.463 4.557
H -1.652 0.457 5.295
H -1.146 -1.716 4.250
H -2.503 -0.963 3.409
H -1.358 -1.718 -0.021
H -2.261 -2.542 1.260
H -3.650 -0.965 -0.091
H -3.675 -0.553 1.629
O 5.573 4.078 -3.011
C 4.574 3.385 -2.371
C 4.295 2.064 -2.696
C 3.297 1.419 -1.985
N 2.614 2.029 -1.024
C 2.852 3.308 -0.739
C 3.837 4.033 -1.393
C 1.963 3.926 0.374
O 2.329 5.040 0.797
O 0.977 3.223 0.703
C 2.892 -0.031 -2.286
O 3.651 -0.669 -3.039
O 1.823 -0.409 -1.734
H 5.999 3.466 -3.620
H 4.824 1.531 -3.479
H 4.012 5.068 -1.133
C 2.957 -3.376 -1.123
C 1.524 -3.744 -0.807
O 0.948 -3.216 0.117
C 0.981 -5.054 -1.356
C 1.614 -5.773 -2.363
C 1.067 -6.959 -2.839
C -0.101 -7.465 -2.287
C -0.702 -6.784 -1.234
C -0.157 -5.596 -0.769
H 3.301 -2.716 -0.329
H 3.055 -2.834 -2.066
H 3.579 -4.277 -1.151
H 2.518 -5.382 -2.816
H 1.560 -7.492 -3.644
H -0.541 -8.377 -2.674
H -1.594 -7.189 -0.770
H -0.612 -5.045 0.044
C -3.038 0.755 -5.516
C -2.627 0.558 -4.069
O -1.730 -0.541 -3.991
P -0.475 -0.442 -2.902
O -1.086 -0.032 -1.600
Te 0.270 -2.676 -3.368
O 0.172 0.945 -3.473
C 0.918 0.921 -4.696
C 1.225 2.355 -5.064
H -3.810 1.528 -5.591
H -3.432 -0.180 -5.920
H -2.177 1.050 -6.121
H -3.510 0.353 -3.455
H -2.162 1.467 -3.682
H 0.331 0.424 -5.474
H 1.840 0.352 -4.560
H 0.301 2.925 -5.189
H 1.794 2.393 -5.997
H 1.809 2.823 -4.269
```

Calculated values
* charge: -2
* HOMO-LUMO gap: 5.023 eV
* energy relative to the best compared isomer or geometry (same formula, charge and spin): 235.3 kJ/mol
* HOMO energy: -1.23 eV
* E_tot: -4108.4603 Ha

=====

Formula: C90H204N10O17
Source: OMol25
Level of theory: the ωB97M-V functional and the def2-TZVPD basis

The geometry in XYZ format:
```
321
Properties=species:S:1:pos:R:3
C -5.671 4.410 0.832
C -5.088 3.049 1.214
C -3.693 3.057 0.593
C -2.794 1.990 1.253
C -2.674 2.202 2.770
C -4.006 2.113 3.436
N -5.004 2.903 2.711
O -6.237 2.843 3.309
C -4.383 0.551 3.596
C -3.659 2.661 4.874
C -5.886 1.827 0.605
H -5.582 4.521 -0.248
H -5.224 5.237 1.383
H -6.739 4.344 1.041
H -3.576 2.767 -0.451
H -3.281 4.049 0.775
H -1.807 2.097 0.802
H -3.117 0.994 0.950
H -2.363 3.246 2.816
H -1.890 1.634 3.272
H -4.648 0.089 2.645
H -3.496 -0.037 3.832
H -5.145 0.310 4.338
H -4.450 2.648 5.624
H -2.725 2.234 5.239
H -3.494 3.719 4.668
H -6.066 1.925 -0.465
H -6.839 1.685 1.114
H -5.214 0.980 0.743
H -6.299 3.771 3.546
C 1.651 2.582 -5.635
C 0.094 2.369 -5.534
C -0.177 1.510 -4.358
C -0.318 2.363 -2.976
C -1.056 3.640 -3.016
C -0.732 4.529 -4.277
N -0.616 3.643 -5.554
O -0.559 4.360 -6.803
C -1.988 5.478 -4.385
C 0.651 5.247 -4.034
C -0.415 1.437 -6.704
H 2.126 2.654 -4.657
H 1.994 3.434 -6.222
H 2.304 1.777 -5.971
H -1.092 0.962 -4.581
H 0.532 0.734 -4.068
H 0.660 2.641 -2.585
H -0.837 1.753 -2.237
H -0.854 4.202 -2.104
H -2.073 3.285 -3.180
H -2.894 4.881 -4.494
H -1.998 6.316 -3.689
H -1.841 6.092 -5.273
H 1.510 4.588 -3.908
H 0.888 5.857 -4.906
H 0.707 5.936 -3.192
H -1.499 1.322 -6.689
H -0.155 0.380 -6.770
H -0.219 1.781 -7.719
H -1.451 4.586 -7.078
C 7.602 -5.251 0.386
C 6.247 -5.747 1.039
C 5.064 -4.812 0.661
C 3.627 -5.323 0.975
C 3.440 -6.707 0.466
C 4.514 -7.674 0.903
N 5.891 -7.121 0.701
O 6.912 -8.072 1.073
C 4.213 -8.078 2.327
C 4.212 -8.946 -0.005
C 6.392 -5.556 2.602
H 7.639 -5.747 -0.584
H 8.543 -5.407 0.913
H 7.582 -4.181 0.179
H 5.196 -3.762 0.922
H 5.159 -4.815 -0.425
H 2.968 -4.632 0.449
H 3.343 -5.233 2.023
H 3.445 -6.729 -0.624
H 2.453 -7.015 0.810
H 5.198 -8.266 2.756
H 3.861 -7.309 3.015
H 3.627 -8.986 2.466
H 4.844 -9.799 0.241
H 3.160 -9.221 0.074
H 4.376 -8.711 -1.056
H 5.526 -5.896 3.169
H 6.538 -4.524 2.924
H 7.216 -6.196 2.916
H 7.328 -8.330 0.247
C -0.723 5.885 2.355
C -0.363 6.085 3.852
C 1.008 6.789 3.678
C 1.624 7.547 4.851
C 0.544 8.396 5.475
C -0.816 7.749 5.693
N -1.236 7.064 4.535
O -2.565 6.701 4.490
C -0.617 6.789 6.897
C -1.754 8.874 6.106
C -0.259 4.718 4.536
H -1.666 5.345 2.272
H -0.022 5.232 1.836
H -0.834 6.784 1.748
H 1.657 5.958 3.402
H 0.977 7.529 2.878
H 2.468 8.143 4.501
H 2.073 6.911 5.613
H 0.408 9.242 4.801
H 0.931 8.934 6.341
H -0.788 7.271 7.860
H -1.372 6.002 6.902
H 0.382 6.353 6.914
H -1.287 9.553 6.820
H -2.060 9.541 5.300
H -2.715 8.551 6.507
H -1.057 4.550 5.259
H 0.607 4.621 5.191
H -0.186 3.893 3.827
H -2.791 7.282 3.759
C -6.392 3.299 -3.866
C -5.723 1.975 -4.432
C -6.663 0.739 -4.448
C -7.518 0.707 -5.726
C -6.552 0.647 -6.882
C -5.635 1.888 -7.099
N -5.052 2.154 -5.790
O -4.028 3.148 -5.818
C -4.613 1.374 -8.118
C -6.393 3.103 -7.626
C -4.631 1.483 -3.384
H -5.575 4.018 -3.802
H -6.838 3.169 -2.880
H -7.062 3.881 -4.499
H -6.110 -0.195 -4.348
H -7.323 0.847 -3.587
H -8.131 1.591 -5.896
H -8.183 -0.153 -5.652
H -7.222 0.392 -7.703
H -5.952 -0.260 -6.954
H -5.177 0.764 -8.823
H -4.247 2.215 -8.707
H -3.720 0.825 -7.819
H -5.778 3.956 -7.909
H -6.772 2.883 -8.625
H -7.230 3.431 -7.009
H -4.105 0.566 -3.651
H -4.798 1.419 -2.309
H -3.790 2.175 -3.354
H -3.201 2.686 -5.659
C 1.887 -1.880 -4.009
C 3.324 -2.407 -4.092
C 4.079 -2.035 -5.422
C 4.405 -0.535 -5.517
C 5.270 -0.207 -4.448
C 4.863 -0.590 -2.937
N 4.210 -1.982 -2.944
O 3.829 -2.428 -1.718
C 6.203 -0.641 -2.009
C 3.868 0.608 -2.489
C 3.208 -3.956 -4.170
H 1.313 -1.974 -3.088
H 1.278 -2.386 -4.758
H 1.747 -0.841 -4.306
H 4.972 -2.657 -5.467
H 3.354 -2.224 -6.214
H 3.536 0.120 -5.588
H 4.880 -0.373 -6.485
H 5.317 0.876 -4.558
H 6.322 -0.435 -4.618
H 6.960 -1.294 -2.444
H 6.552 0.385 -1.889
H 6.084 -1.147 -1.051
H 4.477 1.502 -2.350
H 3.043 0.833 -3.164
H 3.344 0.473 -1.543
H 2.326 -4.301 -4.710
H 3.158 -4.505 -3.229
H 4.036 -4.454 -4.674
H 4.235 -3.294 -1.808
C -1.194 -2.049 2.311
C 0.068 -1.488 1.566
C -0.416 -0.315 0.651
C 0.515 0.820 0.310
C 1.297 1.268 1.544
C 2.017 0.090 2.335
N 0.968 -0.926 2.587
O 1.517 -1.874 3.437
C 3.332 -0.282 1.551
C 2.453 0.629 3.722
C 0.685 -2.638 0.696
H -0.924 -2.994 2.782
H -2.087 -2.176 1.700
H -1.573 -1.409 3.108
H -0.814 -0.749 -0.267
H -1.306 -0.011 1.202
H 0.109 1.718 -0.156
H 1.201 0.485 -0.468
H 0.672 1.759 2.291
H 2.073 1.920 1.143
H 3.148 -1.076 0.827
H 3.536 0.524 0.846
H 4.162 -0.540 2.209
H 2.887 1.621 3.594
H 1.567 0.862 4.313
H 3.103 -0.103 4.202
H 1.224 -2.307 -0.192
H 0.058 -3.516 0.539
H 1.505 -3.106 1.241
H 2.238 -2.215 2.903
C -0.716 -6.097 4.785
C -1.539 -7.289 4.344
C -2.953 -7.083 5.002
C -3.946 -6.032 4.270
C -4.095 -6.514 2.851
C -2.671 -6.586 2.023
N -1.625 -7.231 2.849
O -0.383 -7.389 2.149
C -2.949 -7.396 0.777
C -2.061 -5.149 1.710
C -0.956 -8.689 4.826
H -0.410 -6.180 5.828
H -1.193 -5.132 4.610
H 0.226 -6.066 4.238
H -3.477 -7.997 5.280
H -2.790 -6.614 5.973
H -3.565 -5.011 4.304
H -4.851 -6.288 4.822
H -4.661 -5.758 2.307
H -4.589 -7.479 2.734
H -3.690 -6.854 0.190
H -2.037 -7.507 0.192
H -3.224 -8.436 0.953
H -1.011 -5.015 1.969
H -2.086 -4.968 0.635
H -2.595 -4.338 2.204
H 0.125 -8.604 4.941
H -1.270 -9.539 4.221
H -1.435 -8.949 5.770
H -0.317 -8.346 2.135
C -4.277 -4.459 -5.339
C -2.790 -4.111 -5.451
C -2.560 -2.624 -5.863
C -2.664 -1.668 -4.656
C -1.622 -2.105 -3.624
C -2.022 -3.473 -3.004
N -2.195 -4.465 -4.109
O -2.185 -5.776 -3.841
C -0.730 -3.896 -2.323
C -3.239 -3.460 -2.052
C -2.143 -5.090 -6.517
H -4.792 -4.424 -6.299
H -4.846 -3.784 -4.700
H -4.494 -5.385 -4.805
H -1.604 -2.621 -6.385
H -3.286 -2.260 -6.590
H -3.625 -1.752 -4.148
H -2.408 -0.645 -4.931
H -1.441 -1.370 -2.841
H -0.722 -2.203 -4.232
H 0.124 -4.129 -2.958
H -0.518 -3.206 -1.506
H -0.970 -4.787 -1.741
H -3.116 -3.713 -0.999
H -3.606 -2.434 -2.027
H -4.075 -4.023 -2.468
H -1.080 -5.303 -6.405
H -2.440 -4.624 -7.456
H -2.613 -6.069 -6.418
H -3.105 -6.000 -3.683
C 7.573 5.523 0.576
C 6.381 4.521 0.175
C 6.171 3.754 1.449
C 4.688 3.200 1.760
C 3.673 4.356 1.465
C 3.788 4.873 -0.007
N 5.193 5.312 -0.181
O 5.362 6.220 -1.232
C 3.361 3.871 -1.028
C 2.894 6.153 -0.206
C 6.786 3.571 -0.961
H 7.796 6.313 -0.141
H 8.495 4.954 0.695
H 7.287 5.964 1.530
H 6.762 2.853 1.612
H 6.388 4.433 2.274
H 4.632 2.784 2.766
H 4.686 2.411 1.008
H 3.687 5.122 2.241
H 2.644 3.997 1.427
H 3.896 2.965 -0.743
H 2.291 3.666 -0.985
H 3.768 4.256 -1.963
H 3.036 6.685 -1.147
H 1.868 5.789 -0.155
H 3.146 6.721 0.689
H 5.997 2.891 -1.283
H 7.671 2.959 -0.787
H 6.952 4.187 -1.845
H 5.454 7.031 -0.728
O -1.032 -3.546 7.145
H -0.907 -2.624 6.919
H -1.939 -3.732 6.900
O 3.272 1.600 8.320
H 2.783 2.311 8.734
H 3.514 1.023 9.044
O -2.851 -0.643 7.448
H -2.910 0.300 7.295
H -1.956 -0.871 7.197
O -0.462 -1.021 6.043
H 0.104 -0.439 6.549
H -0.177 -0.906 5.137
O -3.795 -3.220 7.385
H -4.395 -3.174 8.130
H -3.439 -2.334 7.308
O 5.397 3.253 6.363
H 5.284 4.137 6.712
H 4.916 2.692 6.971
O 0.260 1.488 7.775
H 1.196 1.688 7.784
H -0.055 1.772 8.633
```

Calculated values
* HOMO-LUMO gap: 6.978 eV
* HOMO energy: -7.33 eV
* E_tot: -5377.4218 Ha

=====

Formula: C3H2F2I2
Source: OMol25
Level of theory: the ωB97M-V functional and the def2-TZVPD basis

The geometry in XYZ format:
```
9
Properties=species:S:1:pos:R:3
C 2.883 -0.107 2.306
C 2.679 0.817 1.449
C 0.031 0.995 3.821
F -0.998 0.792 4.660
F -0.268 2.014 2.964
I 1.938 2.451 0.542
I 1.730 1.500 4.989
H 3.236 -1.158 2.321
H 2.593 0.434 3.371
```

Calculated values
* HOMO-LUMO gap (spin up / spin down): 9.435 / 5.284 eV
* energy relative to the best compared isomer or geometry (same formula, charge and spin): 492.2 kJ/mol
* HOMO energy (spin up / spin down): -9.38 / -7.01 eV
* E_tot: -910.3948 Ha

=====

Formula: CH4N2O3
Source: OMol25
Level of theory: the ωB97M-V functional and the def2-TZVPD basis

The geometry in XYZ format:
```
10
Properties=species:S:1:pos:R:3
N 0.671 -0.733 -0.393
N -0.656 -0.413 1.443
C -0.039 0.271 -0.583
O 1.704 -0.383 -2.025
O -1.298 0.759 1.771
O -0.711 1.114 -1.016
H 2.300 0.334 -1.745
H -2.020 0.950 1.146
H 1.408 -0.814 0.288
H -1.360 -1.085 1.115
```

Calculated values
* HOMO-LUMO gap (spin up / spin down): 9.093 / 9.020 eV
* energy relative to the best compared isomer or geometry (same formula, charge and spin): 438.2 kJ/mol
* HOMO energy (spin up / spin down): -9.43 / -9.41 eV
* E_tot: -375.5003 Ha

=====

Formula: C4H8O2
Source: OMol25
Level of theory: the ωB97M-V functional and the def2-TZVPD basis

The geometry in XYZ format:
```
14
Properties=species:S:1:pos:R:3
C -1.980 -0.396 0.432
C -0.586 -0.434 -0.141
O -0.279 0.804 -0.747
C 1.125 0.977 -0.651
C 1.575 -0.124 0.338
O 0.363 -0.604 0.882
H -2.230 -1.350 0.904
H -2.700 -0.203 -0.368
H -2.040 0.403 1.176
H -0.476 -1.243 -0.887
H 1.594 0.862 -1.634
H 1.330 1.988 -0.280
H 2.194 0.251 1.158
H 2.111 -0.931 -0.183
```

Calculated values
* HOMO-LUMO gap: 11.133 eV
* energy relative to the best compared isomer or geometry (same formula, charge and spin): 113.4 kJ/mol
* HOMO energy: -10.02 eV
* SMILES: CC1OCCO1
* E_tot: -307.6693 Ha

=====

Formula: C11H23AuN2O5P2
Source: OMol25
Level of theory: the ωB97M-V functional and the def2-TZVPD basis

The geometry in XYZ format:
```
44
Properties=species:S:1:pos:R:3
Au -0.013 0.632 0.822
P 1.882 -0.703 0.913
C 2.242 -1.141 -0.840
C 1.014 -1.636 -1.565
N -0.133 -1.176 -1.082
C -1.273 -1.425 -1.715
C -1.334 -2.308 -2.799
C -0.141 -2.845 -3.286
C 1.065 -2.498 -2.670
C -2.510 -0.758 -1.166
P -2.119 0.696 -0.107
H 2.042 -2.878 -2.959
H -2.326 -2.503 -3.207
H -0.149 -3.523 -4.130
H -3.190 -0.437 -1.974
H -3.068 -1.459 -0.524
H 2.539 -0.140 -1.240
H 3.049 -1.890 -0.867
H 0.838 3.383 -1.081
O 1.479 2.677 -1.396
H 2.044 3.118 -2.054
H -0.343 3.862 0.698
O -0.262 4.230 -0.220
H -0.752 5.073 -0.208
C -2.239 2.071 -1.269
H -3.223 2.129 -1.747
H -2.003 2.986 -0.709
H -1.455 1.936 -2.024
C -3.450 0.857 1.103
H -3.264 1.751 1.719
H -4.429 0.960 0.617
H -3.464 -0.035 1.753
C 1.707 -2.231 1.860
H 2.664 -2.762 1.882
H 1.387 -1.996 2.897
H 0.950 -2.871 1.383
C 3.338 0.157 1.528
H 3.113 0.461 2.557
H 4.217 -0.499 1.506
H 3.494 1.044 0.894
O 0.566 -1.339 4.588
N 0.518 -0.065 4.676
O -0.141 0.456 5.612
O 1.133 0.644 3.829
```

Calculated values
* charge: +2
* HOMO-LUMO gap (spin up / spin down): 9.325 / 5.369 eV
* energy relative to the best compared isomer or geometry (same formula, charge and spin): 11.4 kJ/mol
* HOMO energy (spin up / spin down): -15.99 / -15.72 eV
* expectation value of S²: 2.0179
* multiplicity: 3
* E_tot: -1736.2905 Ha